62
Properties=species:S:1:pos:R:3:forces:R:3 method="wB97M-V/def2-TZVPD" homo_energy_ha=-0.11282 total_energy_ev=-77814.5615 charge=-1
In -21.1444 -3.8217 3.4730 0.6 -0.2 0.1
Cl -25.8251 -5.1287 8.6107 -0.2 0.2 0.1
C -24.8427 -4.3800 7.3923 0.4 0.2 -0.6
C -24.9481 -3.0477 7.0844 -0.2 0.2 0.6
C -24.0899 -2.4199 6.1557 -0.7 0.6 0.4
I -24.2092 -0.3738 5.6932 -0.2 -0.3 0.3
C -23.0919 -3.1038 5.5324 1.4 -0.5 -0.6
O -22.1667 -2.5440 4.7811 -0.8 -0.2 0.5
C -23.0645 -4.5334 5.7683 0.0 0.0 -0.1
N -22.1825 -5.2258 5.0017 0.1 0.3 0.0
C -22.1261 -6.5186 5.0785 -0.4 -0.4 0.7
C -22.8968 -7.2317 6.0561 1.0 0.0 -1.1
C -23.7799 -6.6032 6.8507 -0.4 1.5 0.7
C -23.9051 -5.1838 6.6917 -0.3 -0.1 0.0
H -25.6568 -2.4441 7.6532 0.1 -0.1 -0.3
H -21.4609 -7.0094 4.3688 -0.1 -0.1 0.3
H -22.6925 -8.2639 6.1379 -0.1 -1.1 0.1
H -24.3716 -7.0625 7.6579 0.4 0.0 -0.7
C -12.9729 -1.4588 0.4272 -1.2 0.7 0.2
C -12.1648 -2.6212 -0.0027 1.2 0.0 -0.9
O -11.2351 -2.5579 -0.7887 -0.7 0.1 0.5
S -12.4640 -4.1965 0.7100 -0.2 -0.7 0.6
C -14.0344 -4.0137 1.5584 0.8 0.6 -0.9
C -15.0924 -3.6373 0.7532 -0.6 -0.8 -0.3
C -16.3685 -3.5883 1.2770 -0.2 0.0 -0.6
C -16.5782 -3.8819 2.6212 0.1 0.6 0.5
C -15.4834 -4.1152 3.4435 0.8 -0.6 0.5
C -14.1878 -4.1848 2.9128 -0.3 -0.3 0.5
C -17.8884 -3.8284 3.1890 0.7 -0.2 -0.5
C -19.0159 -3.8212 3.6032 -1.4 0.1 0.5
H -12.4040 -0.5355 0.3127 0.1 -0.2 0.1
H -13.3425 -1.6173 1.4484 0.3 0.3 -0.2
H -13.9019 -1.3351 -0.1711 0.6 -0.2 0.1
H -14.9148 -3.5430 -0.3139 -0.2 0.2 0.1
H -17.2099 -3.3921 0.6201 0.0 0.1 0.1
H -15.6564 -4.3201 4.5060 0.1 0.2 -0.4
H -13.3035 -4.4257 3.5022 -0.4 0.1 0.1
C -22.2042 -4.3850 1.8199 -0.2 0.3 -0.8
C -21.9499 -3.5299 0.9274 0.0 0.1 -0.3
C -21.6836 -2.6111 -0.0867 -0.2 -0.3 0.2
C -20.5783 -2.9045 -0.9626 1.6 0.3 -0.3
C -19.6884 -1.9456 -1.5866 -2.1 0.2 0.8
C -18.5440 -2.3146 -2.2212 0.0 0.5 0.0
C -18.1649 -3.6362 -2.3118 1.1 0.3 -0.6
C -18.9669 -4.5760 -1.7331 -0.9 -1.2 0.2
C -20.1540 -4.2366 -1.0746 0.4 0.0 -0.5
C -22.3491 -1.3281 -0.0161 -0.5 0.6 -0.7
C -22.6104 -0.4924 -1.1595 0.8 -1.5 0.1
C -23.2250 0.7210 -1.0808 -0.1 0.6 1.0
C -23.5947 1.2091 0.1872 -0.4 -0.7 -0.1
C -23.4447 0.3733 1.2954 -0.2 0.0 0.4
C -22.8453 -0.8937 1.2117 -0.5 2.4 -2.0
H -19.9367 -0.8801 -1.5812 0.0 -0.4 0.2
H -17.9645 -1.5007 -2.6111 0.5 0.1 -0.4
H -17.2627 -3.8895 -2.8685 -0.2 -0.2 0.2
H -18.6927 -5.6229 -1.8781 -0.2 0.1 0.3
H -20.8229 -4.9745 -0.6551 0.3 -0.3 0.0
H -22.3452 -0.8680 -2.1487 0.1 0.0 0.3
H -23.4125 1.2870 -1.9850 0.0 0.1 0.0
H -24.1435 2.1314 0.2969 0.1 0.2 0.0
H -23.8506 0.7157 2.2632 0.3 -0.2 -0.5
H -22.7499 -1.5081 2.0320 0.1 -1.1 1.8



21
Properties=species:S:1:pos:R:3:forces:R:3 method="wB97M-V/def2-TZVPD" homo_energy_ha="-0.13241 / -0.17507" total_energy_ev=-41193.5069 charge=-1
C -1.1995 0.5923 1.7704 2.2 -0.3 0.3
C -0.9523 -0.7649 2.1735 -1.0 0.0 -0.8
C 0.0417 0.8476 -0.6123 3.7 -2.9 0.4
C 1.5717 0.3007 -2.9230 -0.4 -1.6 1.8
N -0.8046 0.9141 0.3783 -3.1 1.6 -0.4
N -1.4895 -1.1560 3.4026 -0.9 -1.2 0.0
O -1.9933 3.2610 0.2266 0.3 0.0 0.2
O -1.6150 1.5182 2.4820 0.2 -1.4 -0.7
O -0.0554 2.2792 -3.1394 -0.4 -1.3 1.2
O -0.9403 -0.1566 -2.9076 0.0 1.2 0.2
O -1.9191 1.7707 -1.6395 -0.9 0.1 -1.9
O -3.4288 1.2981 0.1551 0.0 -0.7 0.4
S -0.1600 0.9925 -2.4334 2.0 -1.3 -1.6
S -2.2124 1.9293 -0.2522 -0.9 1.6 1.5
H -0.8186 -1.6768 1.5067 0.2 1.8 0.5
H 0.9841 0.1850 -0.4907 -1.5 1.3 0.2
H 2.4196 0.5601 -2.1939 -1.3 -0.5 -1.1
H 1.4760 -0.8328 -3.1980 0.2 2.0 1.2
H 1.6975 0.7750 -3.8520 0.4 0.9 -1.1
H -2.0878 -1.9611 3.2119 0.4 -0.2 0.4
H -2.0935 -0.5386 3.9441 0.7 0.7 -0.6



8
Properties=species:S:1:pos:R:3:forces:R:3 method="wB97M-V/def2-TZVPD" homo_energy_ha=-0.19173 total_energy_ev=-22246.4522 charge=-1
C 0.8999 0.4647 0.3394 4.3 -3.7 1.4
C -1.7013 -1.2306 -1.4647 -1.1 -0.1 -0.9
N 1.7120 -0.7101 0.8905 -4.3 7.2 -1.3
O -1.5202 -0.2415 -0.8440 0.2 0.0 0.4
O 0.5675 1.5353 0.0068 0.5 -2.8 1.2
O -2.4347 -1.9798 -2.0251 0.5 0.2 0.5
Cl 0.3768 -1.9845 -2.0202 0.4 -0.1 0.0
H 1.7490 -1.3379 0.1152 -0.5 -0.7 -1.2



23
Properties=species:S:1:pos:R:3:forces:R:3 method="wB97M-V/def2-TZVPD" homo_energy_ha=-0.16726 total_energy_ev=-17122.8453 charge=-1
C 0.3877 2.0756 3.2683 0.1 -0.2 0.2
C 0.3366 2.0883 1.7674 -0.3 0.1 0.2
O -0.1367 0.8636 1.2227 -0.7 0.9 -1.4
Nb -0.9108 0.9551 -0.6264 1.4 -1.4 2.9
C 0.3671 -0.7614 -1.5228 -0.5 0.6 -0.4
I 2.2675 -0.7718 -0.4827 0.1 0.1 0.0
C -0.3136 -2.1157 -1.5229 -0.2 -0.1 0.1
C 0.5240 -3.3742 -1.5638 0.2 0.0 -0.1
H 1.1686 1.4259 3.6430 0.2 -0.2 0.1
H 0.5536 3.0813 3.6368 0.2 0.3 0.1
H -0.5626 1.7406 3.6644 -0.3 -0.1 0.1
H -0.3518 2.8788 1.4876 0.0 0.3 -0.2
H 1.3015 2.3287 1.3333 0.3 0.0 0.0
H -2.2846 -0.2175 -0.2056 -0.4 0.0 -0.5
H -1.9590 2.4232 -0.2440 0.0 0.0 -0.4
H 0.4139 2.1182 -1.2236 -0.3 0.1 -0.5
H -1.6921 1.1491 -2.2662 0.0 0.1 0.0
H 0.6251 -0.5048 -2.5401 0.5 0.0 -0.2
H -1.0013 -2.1789 -0.6876 -0.2 -0.1 0.2
H -0.9317 -2.1063 -2.4169 -0.3 0.1 -0.2
H -0.0994 -4.2298 -1.7924 -0.2 -0.3 -0.1
H 1.2995 -3.3105 -2.3193 0.2 0.0 -0.2
H 0.9986 -3.5574 -0.6091 0.2 0.0 0.2